Record 1
This record from the Open Molecules 2025 dataset describes a molecular structure, C36H30Br3Cl2IrN7O2S in a non-equilibrium geometry. The level of theory is ωB97M-V/def2-TZVPD.

XYZ file:
```
82
Properties=species:S:1:pos:R:3:lowdin_spin:R:1
Ir 0.67364 -0.14169 0.40115 0.075
Cl 1.04571 -0.30059 3.08468 0.038
C -0.31522 -0.63851 4.13895 0.008
C -0.08292 -0.73622 5.49711 0.001
C -1.13927 -1.02584 6.34434 -0.002
C -2.41181 -1.21753 5.82948 0.002
C -2.62295 -1.10193 4.46773 0.013
Cl -4.19485 -1.32982 3.79809 0.050
C -1.57947 -0.80455 3.59262 0.068
S -1.90648 -0.64270 1.89901 0.695
H 0.91465 -0.59576 5.89139 0.001
H -0.96400 -1.11131 7.40702 0.000
H -3.24098 -1.46130 6.47914 0.001
Br 7.07345 -2.62866 0.40073 0.000
C 5.31657 -1.99081 0.38820 0.001
C 4.24822 -2.86148 0.23602 0.000
C 2.97307 -2.33411 0.24732 0.001
N 2.73211 -1.02652 0.37520 0.001
C 3.76247 -0.18414 0.51336 0.000
C 5.06920 -0.63342 0.53997 0.000
C 3.40189 1.22831 0.66461 0.000
C 4.30913 2.26417 0.55658 0.000
C 3.88154 3.56120 0.80821 0.001
Br 5.08392 4.98429 0.65702 0.000
C 2.56175 3.78361 1.17547 0.000
C 1.71103 2.69946 1.21443 0.001
N 2.11309 1.45208 0.94223 0.002
H 4.40507 -3.92318 0.11490 0.000
H 2.11150 -2.97728 0.15622 0.000
H 5.89473 0.04610 0.68885 0.000
H 5.33589 2.08387 0.27576 0.000
H 2.20768 4.77446 1.42009 0.000
H 0.66411 2.82053 1.46024 0.000
Br -6.66343 3.51234 -0.95486 0.000
C -5.08542 3.18259 0.01775 0.000
C -4.93583 3.71243 1.29738 0.001
N -3.84252 3.50003 2.01849 0.000
C -2.85791 2.76957 1.51451 0.001
C -2.92588 2.21293 0.23925 0.002
C -4.06882 2.42017 -0.51781 0.001
C -1.80700 1.36208 -0.27221 0.001
O -1.96908 0.61753 -1.21654 -0.001
O -0.67749 1.50095 0.40623 0.025
H -5.71338 4.31862 1.74535 0.000
H -1.98977 2.61081 2.14122 0.000
H -4.15311 1.98710 -1.50577 0.000
C 0.35624 3.69158 -3.60125 0.000
C 1.04215 3.72018 -2.25468 0.000
N 0.98878 2.38943 -1.65842 0.000
C 0.87704 1.24024 -2.35518 0.001
N 0.83715 0.08520 -1.68158 0.000
C 0.85665 -1.15854 -2.45331 0.000
C 0.08397 -1.00949 -3.74545 0.000
C 0.72065 0.10731 -4.53742 0.000
N 0.86796 1.29651 -3.69901 0.002
C 0.98709 2.57649 -4.40748 0.000
H 0.47150 4.64311 -4.11693 0.000
H -0.70816 3.48837 -3.46525 0.000
H 0.56662 4.42739 -1.57625 0.000
H 2.08666 4.02172 -2.37750 0.000
H 0.67556 2.31513 -0.70869 0.000
H 0.43338 -1.95025 -1.85566 0.000
H 1.89884 -1.42562 -2.67185 0.000
H -0.95183 -0.75595 -3.51129 0.000
H 0.10944 -1.93829 -4.31324 0.000
H 0.09629 0.37413 -5.38903 0.000
H 1.69960 -0.19840 -4.91794 0.000
H 0.48921 2.47332 -5.36925 0.000
H 2.04220 2.79711 -4.59545 0.000
N -0.02493 -2.13658 0.17364 0.010
C -0.74127 -3.03087 0.08478 0.001
C -1.59475 -4.15862 -0.02083 0.000
C -2.85739 -4.01380 -0.60397 0.001
C -3.67626 -5.12105 -0.70800 0.000
C -3.24312 -6.35725 -0.24306 0.000
C -1.99119 -6.49408 0.34760 0.000
C -1.15996 -5.39819 0.46192 0.000
H -3.18011 -3.04524 -0.96336 0.000
H -4.65917 -5.02463 -1.14748 0.000
H -3.88574 -7.22183 -0.33987 0.000
H -1.67218 -7.45651 0.72217 0.000
H -0.18375 -5.48993 0.91946 0.000
```

As for the net charge: +2. The highest occupied orbital energy (alpha / beta) is -12.91 / -12.81 eV. The calculation puts the relative energy (zero: lowest compared OMol25 entry of this formula, charge and spin) at 3.102 eV. The HOMO-LUMO gap (alpha / beta) comes out at 6.487 / 5.693 eV. Its multiplicity is 2.

Record 2
This record from the Open Molecules 2025 dataset describes a single C5H8OS2 molecule in a non-equilibrium geometry. The level of theory is ωB97M-V/def2-TZVPD.

XYZ file:
```
16
Properties=species:S:1:pos:R:3:nbo_charge:R:1
C 1.27782 -1.81909 0.75049 -0.270
C 0.10460 -1.26884 0.47156 -0.297
S -0.33995 0.10491 1.50901 0.234
C 0.40720 1.49736 0.62374 -0.524
C -0.15036 1.74104 -0.81287 -0.632
C -0.90268 -1.56535 -0.65165 0.173
O -2.01317 -0.85052 -0.60373 -0.655
S -0.67021 -2.64719 -1.83150 -0.051
H 1.92360 -1.29325 1.51277 0.214
H 1.69238 -2.73121 0.32443 0.229
H 0.30223 2.39786 1.16784 0.230
H 1.44883 1.29023 0.47396 0.214
H 0.09814 0.99198 -1.60152 0.234
H -1.31571 1.68331 -0.64754 0.211
H 0.05865 2.86857 -1.02916 0.225
H -1.92138 -0.39983 0.34420 0.467
```

As for the net charge: 0. The highest occupied orbital energy is -8.59 eV. The calculation puts the relative energy (zero: lowest compared OMol25 entry of this formula, charge and spin) at 1.631 eV. The HOMO-LUMO gap comes out at 8.189 eV. As for the structure (SMILES): C=C(SCC)C(O)=S.

Record 3
This record from the Open Molecules 2025 dataset describes 2 unconnected molecules or ions with the total composition H5N2PS2 in a non-equilibrium geometry. The level of theory is ωB97M-V/def2-TZVPD.

XYZ file:
```
10
Properties=species:S:1:pos:R:3:nbo_charge:R:1
N -1.57921 1.69917 -0.31589 -1.179
N -0.84146 -0.86273 -0.21907 -1.171
P -2.07418 0.22053 -0.42760 1.611
S -3.87043 -0.33940 -0.23365 -0.509
S 3.87522 -0.17467 0.07014 -0.321
H -2.30890 2.26671 -0.53800 0.372
H -1.08026 -1.88972 -0.06270 0.451
H 0.00476 -0.41055 -0.09672 0.424
H 4.73838 -1.01587 0.89019 0.176
H 3.13608 0.50653 0.93330 0.146
```

As for the net charge: 0. The highest occupied orbital energy is -9.41 eV. The calculation puts the relative energy (zero: lowest compared OMol25 entry of this formula, charge and spin) at 1.956 eV. The HOMO-LUMO gap comes out at 9.399 eV.

Record 4
This record from the Open Molecules 2025 dataset describes a molecular structure, C18H32Cl6N2O12 in a non-equilibrium geometry. The level of theory is ωB97M-V/def2-TZVPD.

XYZ file:
```
70
Properties=species:S:1:pos:R:3:nbo_charge:R:1
C 2.92304 0.99558 -3.79651 -0.706
C 2.17191 1.77913 -2.80726 0.305
N 1.58942 2.28595 -1.95978 -0.420
H 2.66470 -0.06328 -3.80947 0.226
H 3.94888 1.07506 -3.43674 0.268
H 2.85640 1.47641 -4.77245 0.267
C -1.66304 -0.23466 -3.65064 -0.738
C -1.45510 0.88724 -2.78470 0.295
N -1.28617 1.77659 -2.16032 -0.357
H -0.93914 -1.02495 -3.45190 0.255
H -1.60631 -0.04475 -4.72247 0.257
H -2.64076 -0.64629 -3.40021 0.269
C 0.92040 5.58275 3.04673 -0.263
O 1.88242 5.07175 2.11037 -0.497
C 1.77242 3.77041 1.65013 1.018
O 1.06251 2.83003 2.06149 -0.662
O 2.82289 3.52331 0.76677 -0.509
C 3.15962 2.29894 0.31393 -0.207
H 1.33223 6.52633 3.40473 0.204
H 0.74804 4.94564 3.91418 0.194
H -0.01180 5.64945 2.48580 0.205
H 2.45141 2.06652 -0.48138 0.162
H 3.06912 1.55361 1.10412 0.188
H 4.14320 2.42246 -0.13928 0.197
C 2.91859 -1.06945 -1.48152 -0.248
O 2.57633 -1.59752 -0.23324 -0.494
C 3.53086 -1.94566 0.65297 0.998
O 4.74613 -1.91232 0.48392 -0.636
O 2.94013 -2.54649 1.72443 -0.499
C 3.67340 -3.08998 2.78506 -0.253
H 2.12004 -0.44634 -1.88421 0.191
H 3.21772 -1.83330 -2.19926 0.197
H 3.70399 -0.31364 -1.48090 0.179
H 3.06327 -3.20032 3.68153 0.202
H 4.56694 -2.50423 3.00091 0.197
H 4.01660 -4.10547 2.58733 0.183
C -2.67292 -0.05392 0.33974 -0.351
O -1.91047 -0.93185 -0.41629 -0.545
C -0.59077 -0.79807 -0.68146 1.011
O 0.08771 -1.77431 -1.05916 -0.606
O -0.14114 0.42612 -0.42451 -0.494
C 1.08932 0.90413 -1.04100 -0.329
H -2.87737 0.83523 -0.25667 0.164
H -2.22815 0.36203 1.24377 0.218
H -3.53639 -0.56952 0.76006 0.197
H 1.69744 0.01356 -1.19969 0.194
H 1.61517 1.66241 -0.46083 0.244
H 0.95739 1.34005 -2.03128 0.282
C -1.36299 -2.77256 -0.29310 -0.322
O -2.49960 -3.42584 -0.76889 -0.468
C -3.62805 -3.38986 0.02062 0.977
O -3.65876 -2.98891 1.15441 -0.643
O -4.62729 -3.93959 -0.71576 -0.506
C -5.67421 -4.67454 -0.04670 -0.263
H -1.42244 -2.32563 0.69928 0.157
H -0.98285 -2.07067 -1.03537 0.267
H -0.54472 -3.48054 -0.16158 0.123
H -6.25217 -4.02476 0.61045 0.187
H -5.32998 -5.48440 0.59651 0.187
H -6.40312 -5.15872 -0.69659 0.205
C -1.14260 3.30069 0.69178 -0.276
Cl -1.59409 4.99660 0.57908 -0.022
Cl 0.01226 2.81820 -0.54934 0.123
Cl -2.67300 2.30028 0.56015 -0.013
H -0.63974 3.13040 1.64374 0.265
C -2.88792 -0.88876 3.21237 -0.317
Cl -3.59499 0.72464 3.14814 -0.041
Cl -1.35167 -0.71433 4.10717 -0.060
Cl -2.69836 -1.69154 1.60177 0.277
H -3.52349 -1.59460 3.74711 0.211
```

As for the net charge: 0. The highest occupied orbital energy is -6.44 eV. The calculation puts the relative energy (zero: lowest compared OMol25 entry of this formula, charge and spin) at 38.267 eV. The HOMO-LUMO gap comes out at 6.619 eV.

no.,calculated total energy (Ha)
1,-11068.0911
2,-1066.8714
3,-1250.2288
4,-4477.1781